1.
An isolated ion of composition C3H12N4 and charge +2 at a distorted geometry, computed with the ωB97M-V functional and the def2-TZVPD basis.

Structure (XYZ):
```
19
Properties=species:S:1:pos:R:3:forces:R:3:mulliken_charge:R:1
C 1.767 0.601 -0.866 0.073 0.024 -0.006 -1.3065
C 1.070 0.101 0.396 0.119 0.620 -0.197 -0.1468
N 1.319 -1.366 0.535 0.042 -0.265 0.057 -0.2802
C -0.430 0.358 0.287 -0.511 0.198 0.146 0.6275
N -0.842 1.592 0.542 0.013 0.200 0.035 -0.3702
N -1.111 -0.673 -0.086 0.294 -0.997 -0.196 -0.4819
N -2.526 -0.608 -0.315 -0.236 0.414 0.037 -0.2844
H 1.414 0.068 -1.746 -0.070 -0.082 -0.104 0.4074
H 2.844 0.474 -0.783 0.111 -0.026 0.041 0.4364
H 1.587 1.661 -1.021 -0.050 0.069 0.043 0.3727
H 1.470 0.617 1.275 -0.088 -0.224 -0.027 0.3663
H 0.612 -1.851 -0.047 0.189 -0.045 0.178 0.3471
H 1.223 -1.700 1.504 -0.009 0.027 -0.231 0.3673
H 2.265 -1.604 0.203 -0.270 0.025 0.113 0.3681
H -0.191 2.308 0.832 0.017 0.003 0.023 0.2409
H -1.796 1.906 0.446 0.012 -0.040 -0.019 0.1857
H -3.074 -0.373 0.535 0.184 -0.116 -0.287 0.3983
H -2.793 0.047 -1.075 0.087 -0.257 0.245 0.3967
H -2.810 -1.559 -0.615 0.094 0.470 0.147 0.3554
```
Positions in Å, forces in eV/Å.

Results
Energy relative to the best compared isomer or geometry (same formula, charge and spin) (kcal per mole): 25.2
2S+1: 1
HOMO energy (Eh): -0.69789
Gap between HOMO and LUMO (eV): 11.90
SMILES string: C[C@H]([NH3+])/C(N)=N/[NH3+]
Total charge: +2

2.
A 2-piece molecular cluster, C3H12N4O overall at a distorted geometry, computed with the ωB97M-V functional and the def2-TZVPD basis.

Structure (XYZ):
```
20
Properties=species:S:1:pos:R:3:forces:R:3:mulliken_charge:R:1
H 2.553 1.258 0.156 -0.154 -0.084 -0.354 0.2195
N 1.703 1.238 0.708 -0.910 -0.351 -0.627 -0.8258
C 0.978 0.175 0.471 2.139 -0.822 2.814 0.6165
C 1.467 -1.030 -0.314 -0.445 0.332 -0.573 -1.1625
N 0.047 -0.160 1.466 0.977 1.041 -0.611 0.3586
N -0.164 0.782 2.478 -0.361 0.029 0.409 -0.8093
N -1.045 -0.922 1.110 -1.361 0.639 -3.038 -0.5907
H 0.672 -1.766 -0.400 0.103 -0.070 -0.048 0.3509
H 1.797 -0.714 -1.303 0.034 -0.097 -0.083 0.3634
H 2.316 -1.476 0.205 -0.069 0.112 0.082 0.3396
H -0.703 1.575 2.126 0.143 0.000 -0.060 0.2399
H 0.753 1.131 2.756 -0.255 -0.034 -0.190 0.2970
H -1.563 -1.147 1.955 -0.102 0.262 -0.487 0.2505
H -1.515 -0.360 0.117 0.477 -1.679 3.676 0.3907
C -1.396 0.115 -2.250 0.410 -0.071 -0.217 -0.5934
O -1.362 0.673 -0.944 3.455 0.481 1.111 -0.6159
H -2.442 -0.007 -2.533 0.083 0.037 0.064 0.2667
H -0.895 -0.859 -2.270 -0.130 0.008 -0.065 0.2491
H -0.898 0.776 -2.965 -0.123 -0.049 0.020 0.2829
H -0.305 0.717 -0.569 -3.910 0.316 -1.823 0.3722
```
Positions in Å, forces in eV/Å.

Results
Energy relative to the best compared isomer or geometry (same formula, charge and spin) (kcal per mole): 110.4
2S+1: 1
HOMO energy (alpha / beta) (Eh): -0.27996 / -0.27999
Gap between HOMO and LUMO (alpha / beta) (eV): 8.20 / 8.20
SMILES string: [H]/N=C(\C)N(N)N.CO

3.
A 2-piece molecular cluster, C3H12N4O overall, computed with the ωB97M-V functional and the def2-TZVPD basis.

Structure (XYZ):
```
20
Properties=species:S:1:pos:R:3:forces:R:3:mulliken_charge:R:1
N 1.424 -0.151 -0.914 0.100 -0.169 -0.523 -0.7697
C 0.673 -0.796 -1.755 0.156 -0.083 0.342 0.5497
N -0.213 -1.778 -1.388 -0.463 0.020 -0.091 -0.5015
N 0.706 -0.550 -3.098 -0.617 0.143 -0.095 -0.4567
H 2.242 -0.670 -0.625 -0.087 0.128 0.415 0.1980
H -0.523 -1.717 -0.428 0.311 -0.024 -0.058 0.2514
H -0.985 -1.971 -2.016 0.187 -0.067 0.071 0.2283
H -0.059 -0.897 -3.657 0.045 0.111 -0.079 0.2097
H 1.022 0.373 -3.345 0.339 -0.093 0.033 0.2690
C 0.732 0.589 2.947 0.069 0.376 -0.011 -0.9422
N 0.106 0.933 1.682 -0.135 -0.098 0.117 -0.3426
C -1.304 0.632 1.673 0.191 0.178 -0.018 -0.3708
O -1.843 0.928 0.403 0.053 -0.101 -0.170 -0.5266
H 0.278 1.165 3.758 -0.045 -0.062 -0.033 0.3170
H 1.783 0.873 2.916 0.034 -0.084 -0.022 0.3261
H 0.663 -0.474 3.200 -0.020 -0.134 0.057 0.3195
H 0.546 0.413 0.922 0.130 0.118 -0.102 0.2521
H -1.506 -0.429 1.865 -0.190 -0.134 0.041 0.2648
H -1.795 1.233 2.447 0.003 -0.086 0.082 0.3795
H -1.273 1.617 0.038 -0.064 0.061 0.043 0.3452
```
Positions in Å, forces in eV/Å.

Results
Energy relative to the best compared isomer or geometry (same formula, charge and spin) (kcal per mole): 41.3
2S+1: 1
HOMO energy (Eh): -0.30299
Gap between HOMO and LUMO (eV): 8.94
SMILES string: N=C(N)N.CNCO